Entry 1:
ORCA calculation (the ωB97M-V functional and the def2-TZVPD basis) on an isolated molecule of C6H10N4O2S in a non-equilibrium geometry.

```
23
Properties=species:S:1:pos:R:3
C -1.70642 -0.07818 -1.66819
S -2.06981 0.34863 -0.04223
O -2.06118 1.76573 0.11322
O -3.21995 -0.41473 0.34910
N -0.80377 -0.17005 0.97151
C -0.64658 -1.62672 1.18153
C 0.68673 -2.09085 0.42066
N 1.37028 -0.77999 0.39108
N 2.57908 -0.44234 0.06790
C 2.61427 0.88689 0.08591
C 1.30994 1.43244 0.34906
N 0.96195 2.75827 0.37468
C 0.54854 0.30816 0.49816
H -1.16584 0.74312 -2.21135
H -1.05938 -0.84763 -1.78542
H -2.58594 -0.20606 -2.40876
H -1.41957 -2.22375 0.76391
H -0.33612 -1.82779 2.28672
H 1.34946 -2.82799 0.95101
H 0.70424 -2.36655 -0.73438
H 3.62011 1.49507 0.01138
H 1.46327 3.38616 -0.22299
H -0.13331 2.77816 0.25749
```

## Properties
* SMILES: CS(=O)(=O)N1CCn2ncc(N)c21
* E_LUMO: 0.0211 hartree
* ΔE to the lowest compared entry with this formula, charge and spin: 3.2 kJ/mol
* frontier orbital gap: 8.6 eV
* DFT total energy: -1002.224960 Ha
* E_HOMO: -8.0661 eV

---

Entry 2:
ORCA calculation (the ωB97M-V functional and the def2-TZVPD basis) on a cluster of 2 separate species, C6H10N5O in total in a non-equilibrium geometry.

```
22
Properties=species:S:1:pos:R:3
C -0.54243 1.68685 -0.68485
C 1.37232 0.89931 -1.95905
C -0.38380 -1.44780 -1.60646
C 0.67219 0.55400 1.45255
C -0.50645 -0.27513 2.04528
C 0.58759 0.76432 -0.89244
N -1.46709 2.37334 -0.49313
N 2.07405 0.76878 -2.94380
N 0.68515 -1.71209 -2.07793
N 1.07067 0.06084 0.21322
N -1.87743 -0.07923 1.43301
O -1.39727 -1.25682 -1.08297
H 0.27767 1.55626 1.45742
H 1.49110 0.47208 2.15209
H -0.55760 0.00095 3.06434
H -0.30621 -1.35012 1.99199
H 1.86011 -0.08659 -3.42071
H 1.40960 -2.36272 -2.43536
H 2.03893 -0.13062 0.07595
H -2.50063 -0.91566 1.65033
H -1.65881 -0.27004 0.41700
H -2.34165 0.75010 1.64350
```

## Properties
* E_LUMO: -0.1124 hartree
* ΔE to the lowest compared entry with this formula, charge and spin: 192.4 kJ/mol
* frontier orbital gap: 9.0 eV
* DFT total energy: -583.307306 Ha
* total charge: +1
* E_HOMO: -12.0805 eV

---

Entry 3:
ORCA calculation (the ωB97M-V functional and the def2-TZVPD basis) on a cluster of 2 separate species, C6H10NO in total in a non-equilibrium geometry.

```
18
Properties=species:S:1:pos:R:3
C -2.86398 1.25740 -0.12927
C -2.08342 0.41480 -0.82941
C -0.19938 -1.56529 -0.28625
C 0.17185 0.54691 0.71197
C 0.53601 0.60672 -0.70034
C -0.73739 -0.22484 -0.40096
N 2.56157 -1.29683 0.69080
O 0.43180 -2.47832 -0.26494
H -3.73101 1.66448 -0.57023
H -2.63501 1.71467 0.84266
H -2.44385 0.02224 -1.84996
H 0.70445 -0.16139 1.47193
H -0.20416 1.46212 1.21510
H 0.20784 1.60388 -1.30670
H 1.37285 0.03875 -1.12977
H 3.42617 -1.88291 0.25909
H 2.56206 -1.39797 1.73386
H 2.92358 -0.32443 0.54244
```

## Properties
* E_LUMO: -0.1640 hartree
* ΔE to the lowest compared entry with this formula, charge and spin: 315.1 kJ/mol
* frontier orbital gap: 9.9 eV
* DFT total energy: -364.227230 Ha
* total charge: +1
* E_HOMO: -14.3950 eV

---

Entry 4:
ORCA calculation (the ωB97M-V functional and the def2-TZVPD basis) on the ion C6H10NO with charge +1 in a non-equilibrium geometry.

```
18
Properties=species:S:1:pos:R:3
C -1.10457 -0.48583 -0.92561
N -0.38602 0.06875 0.13137
C -0.18367 -0.97210 1.14535
C -0.65665 1.51936 0.45189
C 0.79632 1.02474 -0.20130
C 2.17447 0.57689 0.06580
C 3.33193 0.26018 -0.08650
O 4.46213 -0.31142 -0.05054
H -1.80636 -1.08897 -0.39389
H -1.68617 0.17696 -1.53412
H -0.44480 -1.07650 -1.54782
H 0.13224 -0.39323 1.94173
H -1.13448 -1.41441 1.16056
H 0.53785 -1.75486 0.95140
H -0.58741 1.78812 1.44634
H -1.33628 2.06985 -0.23147
H 0.92475 1.64509 -1.15803
H 5.17928 0.40405 0.16165
```

## Properties
* SMILES: C[N+]1(C)C[C@H]1C#CO
* E_LUMO: -0.1103 hartree
* ΔE to the lowest compared entry with this formula, charge and spin: 477.4 kJ/mol
* frontier orbital gap: 10.1 eV
* DFT total energy: -364.165398 Ha
* total charge: +1
* E_HOMO: -13.0973 eV

---

Entry 5:
ORCA calculation (the ωB97M-V functional and the def2-TZVPD basis) on the ion C6H10NO2 with charge -1 in a non-equilibrium geometry.

```
19
Properties=species:S:1:pos:R:3
H -0.92666 -2.64693 -0.91454
N -1.63311 -1.98480 -0.71522
C -1.60961 -0.80924 -0.33452
C -3.09088 0.04618 0.07370
O -3.24758 1.00978 -0.72741
O -3.66259 -0.33426 1.08748
C -0.35319 0.02945 -0.04415
C 0.86227 -0.98297 -0.00213
C -0.52495 0.59939 1.37503
C -0.17324 1.03817 -1.22056
H 0.58953 -1.95890 -0.52834
H 1.09642 -1.23018 1.02259
H 1.75828 -0.55409 -0.64941
H 0.03420 1.42152 1.46702
H -0.33269 -0.10380 2.06969
H -1.51125 0.93427 1.64542
H -1.23066 1.28875 -1.37934
H 0.53699 1.80184 -0.85840
H 0.15436 0.58767 -2.05905
```

## Properties
* SMILES: [H]/N=C(/C(=O)[O-])C(C)(C)C
* E_LUMO: 0.1317 hartree
* ΔE to the lowest compared entry with this formula, charge and spin: 35.6 kJ/mol
* frontier orbital gap: 6.9 eV
* DFT total energy: -439.846831 Ha
* total charge: -1
* E_HOMO: -3.3624 eV

---

Entry 6:
ORCA calculation (the ωB97M-V functional and the def2-TZVPD basis) on the ion C6H10NO2 with charge +1 in a non-equilibrium geometry.

```
19
Properties=species:S:1:pos:R:3
C 2.04684 1.52563 -0.73168
C 1.19475 0.43335 -1.36269
O 1.66402 -0.59256 -2.03123
N -0.03543 0.32984 -0.94001
C -0.71794 1.15862 -0.03855
C -1.46465 0.64756 0.96306
C -1.86735 -0.70081 1.29379
C -1.05102 -1.75654 1.18973
O -1.12173 -3.10825 1.45220
H 2.80709 1.07715 -0.21989
H 1.44846 2.16994 -0.05278
H 2.55161 2.10002 -1.55421
H 2.51292 -0.58873 -2.47759
H -0.58189 -0.47218 -1.17006
H -0.37479 2.13591 -0.11985
H -2.00204 1.38106 1.53565
H -2.87544 -0.72420 1.84986
H -0.10971 -1.54601 0.78488
H -2.02371 -3.46982 1.62936
```

## Properties
* SMILES: C\C(O)=[NH+]/C=C\C=C\O
* E_LUMO: -0.1465 hartree
* ΔE to the lowest compared entry with this formula, charge and spin: 31.5 kJ/mol
* frontier orbital gap: 8.5 eV
* DFT total energy: -439.552021 Ha
* total charge: +1
* E_HOMO: -12.4651 eV

---

Entry 7:
ORCA calculation (the ωB97M-V functional and the def2-TZVPD basis) on the ion C6H10NO2S with charge -1 in a non-equilibrium geometry.

```
20
Properties=species:S:1:pos:R:3
C 0.04410 -2.20482 1.87635
C 0.45485 -2.33979 0.60933
C 0.64119 1.46625 -1.22521
C -1.30814 0.06332 -0.64043
C -0.27512 1.29005 1.17265
C -0.06558 0.65166 -0.20663
N -0.37227 -1.94789 2.92081
O 2.27760 -0.38556 0.24670
O 0.93044 -1.38121 -1.99571
S 1.02628 -0.93065 -0.18221
H 0.16028 -3.11399 -0.09359
H -0.06668 2.21673 -1.60139
H 1.51906 1.94155 -0.89846
H 0.78265 0.87421 -2.09467
H -1.70925 -0.60349 0.17186
H -1.26948 -0.66368 -1.50788
H -1.94076 0.85805 -1.09974
H -0.30048 0.46037 1.96846
H 0.70306 1.92362 1.35332
H -1.23176 1.82526 1.22644
```

## Properties
* spin multiplicity: 3
* expectation value of S²: 2.04
* E_LUMO (spin up / spin down): 0.1358 / 0.0627 hartree
* ΔE to the lowest compared entry with this formula, charge and spin: 180.2 kJ/mol
* frontier orbital gap (spin up / spin down): 3.9 / 5.6 eV
* DFT total energy: -837.811019 Ha
* total charge: -1
* E_HOMO (spin up / spin down): -0.1587 / -3.9400 eV

---

Entry 8:
ORCA calculation (the ωB97M-V functional and the def2-TZVPD basis) on a structure of composition C6H10NOP in a non-equilibrium geometry.

```
19
Properties=species:S:1:pos:R:3
C -2.08957 2.17650 -0.82604
C -1.53281 1.18646 -0.40131
C 1.91783 -0.15344 0.06190
C -1.19116 -0.74386 1.18717
C -0.67295 -0.81286 -1.44523
C -0.79284 -0.03180 -0.11389
N 0.91626 0.62761 0.25478
O 1.90885 -1.34528 0.10872
P 3.60068 0.70069 0.06241
H -2.87071 2.85893 -0.83512
H -0.44491 -1.37019 1.53510
H -1.54215 0.05927 1.87305
H -1.99748 -1.55667 1.06172
H -1.57732 -1.47697 -1.49770
H -0.33024 -0.14736 -2.33340
H 0.12336 -1.43808 -1.22588
H 1.12101 1.56513 0.29954
H 2.96018 1.79390 -0.53772
H 3.81139 0.09781 -1.22603
```

## Properties
* E_LUMO: 0.0218 hartree
* ΔE to the lowest compared entry with this formula, charge and spin: 361.8 kJ/mol
* frontier orbital gap: 9.5 eV
* DFT total energy: -705.813288 Ha
* E_HOMO: -8.9208 eV